81
Properties=species:S:1:pos:R:3:forces:R:3 method="wB97M-V/def2-TZVPD" homo_energy_ev=-9.13 e_lumo_ev=0.3 molar_mass_da=778.33 smiles="N=[PH2][C@@]1(CCC(F)(F)C(F)(F)C(F)(F)C(F)(F)C(F)(F)C(F)(F)F)OS(=O)(=O)O[C@]1(CN)CB(O)O.CC(C)=O.CC(C)=O.CC(C)=O" total_energy_ha=-3669.37227 e_above_lowest_kj_mol=0.0
N -2.271247 -1.037272 0.092203 0.35 0.45 0.07
P -1.070776 -0.032027 0.260926 -0.85 -0.59 0.06
C -0.164760 0.320894 -1.330038 -0.04 0.84 0.83
C -1.035241 1.292037 -2.171850 -0.19 -0.66 -0.31
C -1.558813 0.916634 -3.559495 -0.46 0.50 0.01
C -2.986228 0.419869 -3.643454 0.51 -0.15 -0.74
F -3.165980 -0.695243 -2.908579 -0.09 -0.03 0.24
F -3.175054 0.046289 -4.942708 -0.01 -0.01 -0.06
C -4.084216 1.500345 -3.337044 -0.07 0.11 -0.15
F -3.461712 2.674160 -3.063246 -0.02 -0.20 0.06
F -4.828556 1.715309 -4.444781 0.09 0.00 0.30
C -5.057119 1.217363 -2.150270 -0.46 0.74 0.07
F -4.464298 0.554924 -1.154505 0.21 -0.03 0.01
F -5.410433 2.425827 -1.652767 -0.05 0.03 -0.05
C -6.419976 0.541205 -2.481059 -0.25 -0.06 0.24
F -7.056152 0.390261 -1.290755 0.16 0.09 -0.24
F -7.162537 1.376807 -3.233294 0.40 -0.27 0.13
C -6.393765 -0.851680 -3.158138 -0.73 -0.31 -0.10
F -5.488530 -0.901065 -4.144748 0.02 0.14 0.10
F -7.614125 -1.038405 -3.708367 0.11 0.03 0.06
C -6.172625 -2.072183 -2.218959 -0.04 -0.63 -0.18
F -5.039124 -1.965270 -1.523310 -0.67 -0.17 -0.12
F -7.221065 -2.240761 -1.392984 0.82 0.06 -0.44
F -6.085634 -3.158345 -3.024800 -0.04 0.55 0.64
O 0.920237 1.166603 -0.820652 0.59 -0.55 0.03
S 2.261479 1.000363 -1.706645 -0.39 0.30 0.28
O 3.347103 0.607261 -0.882938 -0.03 -0.01 0.26
O 2.383949 2.178720 -2.488336 0.02 -0.12 -0.45
O 1.758677 -0.223369 -2.556611 -0.35 0.47 -0.11
C 0.583661 -0.891177 -1.908277 1.21 0.03 -0.56
C 1.218685 -1.747072 -0.824548 -0.48 -0.62 0.95
N 0.301700 -2.780726 -0.353090 0.10 0.00 -0.72
C -0.026765 -1.707029 -3.031764 0.30 -0.56 -0.08
B 0.731321 -3.094002 -3.333176 -0.16 0.23 0.75
O 2.019176 -3.030244 -3.794860 -0.13 0.48 -0.08
O 0.125883 -4.298036 -3.122585 0.12 -0.04 -1.12
H -3.122711 -0.582536 0.401809 -0.18 -0.30 -0.10
H -1.404026 1.258705 0.699291 0.26 0.06 -0.08
H -0.069865 -0.445200 1.153733 0.20 0.22 -0.15
H -1.880379 1.593420 -1.560407 -0.20 -0.01 0.16
H -0.457633 2.197125 -2.278717 0.33 0.15 -0.04
H -0.982398 0.196703 -4.112726 0.17 -0.08 0.11
H -1.550175 1.810890 -4.171582 0.07 0.23 -0.12
H 1.550384 -1.136082 0.009648 0.20 0.41 0.01
H 2.120275 -2.205651 -1.214091 0.14 -0.07 -0.40
H -0.678702 -2.556454 -0.440801 -0.18 0.03 0.30
H 0.528270 -3.120500 0.563096 -0.06 0.00 0.21
H -1.090519 -1.856722 -2.883528 -0.19 0.04 0.17
H 0.129683 -1.129089 -3.934432 -0.12 0.07 -0.18
H 2.144095 -3.499183 -4.618602 0.32 -0.57 0.03
H -0.822481 -4.217719 -3.233776 -0.29 -0.15 0.52
C 5.721041 0.040835 1.017983 0.03 -0.27 0.06
C 5.917595 -0.731012 2.299199 -0.01 0.06 -0.07
O 5.645414 -1.904924 2.385186 -0.02 -0.08 0.04
C 6.481151 0.034708 3.471855 0.01 -0.18 0.11
H 5.319305 -0.616588 0.254123 -0.03 0.00 -0.02
H 5.023060 0.862259 1.178041 0.07 0.08 -0.02
H 6.677862 0.442095 0.678213 -0.03 0.13 0.04
H 5.812540 0.855330 3.731259 0.03 0.11 -0.05
H 7.464718 0.435281 3.218461 -0.06 0.11 -0.01
H 6.576535 -0.631012 4.326657 0.00 -0.02 0.01
C 1.737350 2.417944 2.718162 -0.18 -0.11 -0.12
C 0.431872 3.167942 2.734963 0.19 0.03 0.00
O -0.625083 2.602028 2.573119 -0.19 -0.07 -0.05
C 0.498677 4.658492 2.960255 -0.24 -0.03 -0.02
H 1.555401 1.361142 2.541601 0.03 -0.01 0.04
H 2.376712 2.806460 1.922676 0.08 0.07 0.09
H 2.247797 2.528688 3.675317 0.10 0.06 -0.05
H 1.089563 5.127608 2.172359 0.11 0.01 0.08
H 0.961852 4.869803 3.925056 0.12 0.03 -0.06
H -0.505916 5.074492 2.948535 -0.01 -0.01 0.00
C 1.652704 -1.541856 5.697083 -0.03 0.04 -0.20
C 2.780632 -0.579682 5.420437 0.00 -0.08 0.04
O 2.946941 -0.101598 4.323272 0.04 0.10 -0.08
C 3.690768 -0.244841 6.577235 0.07 0.11 -0.16
H 1.077257 -1.697573 4.787945 0.00 0.01 -0.01
H 2.053013 -2.498776 6.034540 -0.03 0.02 0.12
H 0.997410 -1.137634 6.470135 0.05 -0.08 0.09
H 4.170676 -1.151284 6.948668 -0.08 -0.01 0.10
H 3.115798 0.209582 7.385496 0.00 -0.11 0.07
H 4.456411 0.453389 6.248772 0.01 0.01 -0.02

67
Properties=species:S:1:pos:R:3:forces:R:3 method="wB97M-V/def2-TZVPD" homo_energy_ev=-6.41 e_lumo_ev=-1.8 molar_mass_da=638.79 total_energy_ha=-2218.71564 e_above_lowest_kj_mol=0.0
P -0.147238 -1.715508 -4.380859 -0.19 0.67 0.64
P 0.174655 1.554995 -4.170578 0.26 -0.97 -0.26
C -0.365980 -0.673331 -5.884343 0.00 -0.53 -0.41
C 0.331251 0.702496 -5.810888 0.02 0.61 -0.21
H -1.449997 -0.551888 -6.029809 0.26 -0.01 -0.03
H 0.033093 -1.270742 -6.717535 -0.25 0.39 -0.23
H 1.409560 0.609558 -6.009679 -0.25 -0.05 -0.01
H -0.090672 1.399977 -6.548962 0.19 -0.38 -0.28
C -1.504688 2.278454 -4.340822 0.08 0.14 -0.12
H -1.698120 2.922894 -3.474986 -0.07 -0.11 -0.19
H -2.266781 1.490708 -4.374362 0.21 0.24 -0.06
H -1.551296 2.875669 -5.258637 -0.12 0.00 0.12
C 1.200551 3.051325 -4.318925 -0.03 0.24 -0.57
H 0.830755 3.683148 -5.134711 0.25 0.15 0.09
H 2.243100 2.770637 -4.509407 -0.19 0.09 0.04
H 1.155407 3.609021 -3.376270 -0.01 -0.10 -0.19
C -1.147031 -3.212299 -4.551929 0.01 -0.38 -0.88
H -0.988302 -3.838520 -3.666063 0.00 0.18 -0.16
H -0.848649 -3.766384 -5.449573 -0.28 -0.23 0.08
H -2.211124 -2.952247 -4.611278 0.23 -0.07 0.01
C 1.558554 -2.317992 -4.579370 -0.03 -0.33 -0.47
H 2.274053 -1.491634 -4.500250 -0.18 -0.18 -0.04
H 1.653370 -2.794995 -5.561097 0.25 -0.06 0.08
H 1.767173 -3.051642 -3.792912 0.05 0.13 -0.14
Ba 0.049720 0.756890 3.073930 -0.29 -0.97 -1.65
C 0.555858 1.550977 -1.268362 -0.89 0.48 1.46
C -0.769017 1.320017 -1.403298 0.09 0.53 0.93
C -1.499779 0.185147 -2.036904 -0.39 -0.81 -0.01
C -1.873225 -0.976224 -1.087998 -0.28 0.40 -1.04
C -0.739766 -1.912250 -0.822590 0.43 -0.19 0.84
C 0.572455 -1.768536 -1.071648 -0.15 -0.48 0.60
C 1.311242 -0.765182 -1.893560 0.50 0.75 -0.18
C 1.677678 0.568506 -1.201023 0.39 -0.59 -1.19
C -0.414530 -1.975729 3.580929 0.03 1.21 -0.15
H 0.848208 2.595862 -1.069966 -0.22 -0.45 0.51
H -1.446358 2.081058 -0.983819 0.39 0.24 -0.73
H -0.939889 -0.265650 -2.887389 -0.53 0.48 0.84
H -2.430962 0.558913 -2.503438 0.32 0.05 0.53
H -2.296389 -0.548463 -0.158361 0.21 -0.48 -0.15
H -2.688562 -1.546022 -1.574239 0.20 0.17 0.31
H -1.044325 -2.803279 -0.255111 0.29 0.38 -0.01
H 1.239749 -2.491883 -0.577410 -0.43 -0.02 -0.38
H 0.744842 -0.479584 -2.796935 0.63 -0.20 0.80
H 2.239895 -1.229234 -2.267741 -0.30 0.12 0.36
H 2.015134 0.365029 -0.163497 -0.25 0.40 -0.32
H 2.544566 0.998588 -1.738426 -0.18 -0.15 0.29
H 0.327282 -2.074756 4.390425 -0.18 -0.39 -0.12
H -0.190167 -2.644276 2.737762 -0.05 -0.02 0.36
H -1.433298 -2.130385 3.967487 0.29 -0.23 -0.06
O -1.027710 0.082665 10.392547 1.61 -0.07 -1.13
N 0.060950 -0.012716 9.800237 0.27 -0.86 2.49
O 1.096480 -0.471793 10.343534 -1.95 0.96 -1.36
C 0.136083 0.432016 8.431799 0.36 0.53 -0.75
C -1.009261 0.930782 7.801137 -0.22 -0.17 -0.29
C -0.928216 1.370936 6.488704 0.72 -0.38 0.72
C 0.382283 1.585475 5.899298 -0.07 0.94 -2.02
O 0.558869 2.402542 4.924907 -0.32 -1.29 1.45
C 1.452066 0.769150 6.428411 -0.83 -0.03 0.84
C 1.349474 0.306835 7.735544 0.08 -0.07 -0.35
N 2.537114 0.340493 5.557627 1.12 -0.40 -1.63
O 3.653081 0.088799 6.004132 -2.14 0.47 -0.57
O 2.243519 0.172225 4.312393 1.04 0.47 3.11
N -2.152829 1.500296 5.713086 -1.46 0.59 -1.15
O -3.200563 1.841025 6.269961 2.14 -0.80 -1.06
O -2.103814 1.198851 4.464056 -0.24 0.87 3.01
H -1.975883 0.944913 8.296665 0.20 -0.23 0.03
H 2.206364 -0.163703 8.200386 -0.13 -0.16 0.04

64
Properties=species:S:1:pos:R:3:forces:R:3 method="wB97M-V/def2-TZVPD" homo_energy_ev="-3.60 / -0.74" e_lumo_ev="2.5 / 2.5" molar_mass_da=661.02 total_energy_ha=-2338.55358 e_above_lowest_kj_mol=46.1 total_charge=-1
O -1.856879 -1.462462 -1.290801 1.39 -1.41 1.46
C -2.362040 -1.254080 -2.405995 -3.91 0.03 -1.34
C -3.846496 -1.293965 -2.558408 2.51 0.35 0.16
C -4.618489 -2.158141 -1.760382 -0.94 -0.17 0.35
H -4.112788 -2.794094 -1.025964 -0.20 0.21 -0.32
C -6.002290 -2.200340 -1.930093 0.65 -0.11 0.16
H -6.580435 -2.920235 -1.343885 0.06 0.26 -0.17
C -6.634607 -1.356819 -2.855346 -0.38 -0.15 0.00
H -7.708740 -1.411284 -3.008792 0.08 0.00 0.08
C -5.874915 -0.437529 -3.583650 0.65 0.08 -0.08
H -6.347156 0.248166 -4.288883 -0.01 -0.11 0.22
C -4.494177 -0.392831 -3.423352 -0.80 0.11 -0.69
H -3.904714 0.358846 -3.960336 -0.34 -0.30 0.18
H -2.063993 -0.203261 -4.237710 0.08 -0.25 -0.04
C -1.326348 -2.222888 -4.521237 0.03 0.20 0.10
C -1.534741 -0.972852 -3.651221 0.02 0.38 0.84
H -0.506537 -2.041415 -5.224197 -0.05 -0.16 -0.05
H -2.228441 -2.456279 -5.097303 0.10 0.05 0.18
H -1.081629 -3.089290 -3.895961 0.04 0.14 -0.11
C -0.319482 -0.363819 -3.081072 0.09 1.05 -0.18
C 1.055855 -0.713828 -3.392841 1.13 0.30 0.10
H -0.452559 0.351688 -2.265830 -0.18 -0.29 -0.29
H 1.273168 -0.802337 -4.465488 -0.05 -0.29 0.09
H 1.371052 -1.629587 -2.864430 0.13 -0.07 -0.26
H 1.700722 0.097540 -3.020494 0.06 -0.31 -0.06
Hg -1.397555 -1.104726 1.214981 -0.05 0.43 -1.31
Cl -0.040356 -2.993446 1.694569 -0.17 -0.31 0.03
Cl -2.075014 1.052282 0.331242 -0.19 0.21 0.25
C 3.052974 -1.131214 2.315905 -0.11 0.28 0.34
O 3.124714 -0.415833 3.318497 0.06 -0.51 -0.62
N 4.074345 -1.312372 1.446695 -0.03 0.02 0.11
C 5.323410 -0.618406 1.680314 0.02 0.06 0.12
C 4.030756 -2.332084 0.411718 -0.22 -0.10 0.17
H 2.133751 -1.695416 2.051544 0.35 0.22 0.06
H 5.165083 0.465126 1.679392 -0.01 -0.17 0.04
H 6.011499 -0.883249 0.876715 0.01 0.08 0.10
H 5.761400 -0.906052 2.644054 -0.02 0.08 -0.12
H 2.991218 -2.479392 0.096787 0.26 0.01 -0.04
H 4.423478 -3.294138 0.777880 -0.06 0.17 -0.09
H 4.649532 -2.018990 -0.436705 -0.32 -0.01 0.08
H 2.624445 5.041759 1.109147 0.07 -0.13 0.00
H 0.032192 5.138962 0.674608 0.02 -0.15 -0.11
C 2.679590 4.340594 0.266497 -0.14 0.09 0.00
C 0.257341 4.479986 -0.177357 0.11 -0.25 0.06
N 1.418095 3.648431 0.101659 0.19 0.45 -0.02
H 3.469594 3.609827 0.438389 -0.11 0.08 0.00
C 1.324955 2.313973 0.312515 0.09 -0.92 0.20
O 2.253116 1.583400 0.661566 -0.63 0.75 -0.39
H -0.607083 3.837504 -0.372019 0.12 0.15 0.01
H 0.296324 1.928081 0.132640 0.41 0.11 0.11
H 2.895908 4.932929 -0.630659 0.05 -0.13 0.04
H 0.454819 5.121584 -1.046396 -0.09 -0.19 0.07
C 1.360647 -0.065022 6.063715 0.23 -0.09 -0.04
N 0.447140 0.259328 4.982354 -0.27 0.32 -0.08
C 0.074918 1.533255 4.563260 -0.34 -0.83 -0.60
C -0.741957 1.360707 3.470308 0.75 -0.99 0.80
N -0.852951 0.000146 3.230697 0.33 -0.12 0.97
C -0.133058 -0.640688 4.155455 -0.27 1.49 -0.43
H 1.383893 0.767902 6.773184 -0.05 -0.23 -0.09
H 1.008640 -0.974852 6.566019 0.09 0.29 -0.04
H 2.369190 -0.241985 5.666284 -0.28 0.09 0.03
H 0.425088 2.433853 5.026288 0.14 0.02 0.22
H -1.220661 2.094079 2.845692 -0.06 -0.10 -0.07
H 0.007238 -1.714748 4.236241 -0.05 0.32 -0.12

65
Properties=species:S:1:pos:R:3:forces:R:3 method="wB97M-V/def2-TZVPD" homo_energy_ev="-3.68 / -6.89" e_lumo_ev="-0.5 / -3.5" molar_mass_da=593.56 total_energy_ha=-2678.02667 e_above_lowest_kj_mol=147.9 spin_multiplicity=6 s_squared=8.8033
O 0.091649 1.059346 -0.939131 -2.42 2.11 -2.10
C -1.125469 1.178804 -1.706139 2.54 -0.72 -1.78
C -0.799892 1.781380 -3.077031 0.06 -0.26 3.70
C 0.349857 2.543570 -3.221760 1.90 1.60 -1.71
H 0.890203 2.827923 -2.314763 -0.03 -0.15 -0.36
C 0.778418 2.905736 -4.503876 0.94 0.30 3.54
H 1.686501 3.493511 -4.606129 -0.16 -0.08 -0.05
C 0.050816 2.510924 -5.627626 -0.80 -0.64 -1.87
H 0.418709 2.727748 -6.633400 -0.14 0.02 0.36
C -1.157607 1.825161 -5.474941 -1.13 -0.80 1.21
H -1.761573 1.554709 -6.343657 0.23 0.12 0.28
C -1.608133 1.501054 -4.184629 -1.32 -0.27 -3.27
H -2.587906 1.050393 -3.999047 0.34 0.09 -0.29
H -1.407675 0.147038 -1.932917 -0.45 -0.22 -0.13
C -2.057954 3.301690 -0.616198 -0.08 0.08 0.42
C -2.203751 1.844165 -0.945299 -0.03 -0.21 1.03
H -2.558947 3.530704 0.341631 0.24 -0.03 -0.38
H -2.519521 3.934509 -1.385295 0.06 -0.13 0.09
H -0.999649 3.584503 -0.544186 -0.16 -0.08 0.03
C -2.989724 0.970301 -0.298980 -0.18 0.10 -0.32
C -3.674008 1.165967 1.003940 -0.76 -0.06 0.45
H -3.127812 -0.016020 -0.750687 0.53 0.12 0.33
H -4.549076 1.832009 0.929536 0.23 -0.13 0.16
H -3.000842 1.530043 1.800041 -0.16 0.07 -0.46
H -4.023526 0.179991 1.335721 -0.07 0.32 0.06
Ru 1.016157 -0.221452 0.112833 -0.46 0.10 -1.04
Cl 2.133071 1.739004 0.914796 0.86 1.13 0.56
Cl -0.062136 -1.951243 -1.107033 -0.39 -0.66 -0.55
H 4.500850 0.342152 -2.778905 -0.26 -0.17 0.09
H 5.975252 1.138119 -1.328744 0.08 -0.05 0.12
C 3.698932 0.080299 -2.077360 0.06 -0.09 -0.02
C 5.333448 1.042734 -0.454149 -0.16 -0.06 0.19
N 4.297740 0.054556 -0.740287 0.02 0.02 0.10
H 3.282002 -0.904294 -2.330197 0.10 0.35 0.16
C 3.709997 -0.565973 0.276638 -0.79 -0.55 -0.23
O 2.691310 -1.320502 0.144269 2.74 -0.14 0.25
H 5.915223 0.700932 0.406341 0.00 0.13 -0.19
H 4.102529 -0.360687 1.282882 0.20 -0.19 -0.37
H 2.904166 0.845139 -2.154842 0.20 -0.28 0.21
H 4.891321 2.016821 -0.215879 -0.03 -0.13 -0.07
H -1.469020 -6.314484 2.300158 -0.17 0.23 -0.16
H -0.110756 -6.443494 -0.573810 -0.31 0.28 -0.01
C -1.807133 -5.455127 1.693937 0.05 0.02 0.22
C -0.696375 -5.503293 -0.528230 0.36 -0.02 -0.01
N -0.753187 -4.972199 0.826341 0.16 -0.09 0.01
H -2.106725 -4.649935 2.375274 0.01 -0.25 -0.13
C 0.277428 -4.259989 1.361415 -0.31 0.18 0.39
O 0.321920 -3.912462 2.542208 0.10 -0.40 -1.03
H -0.217852 -4.760180 -1.182449 -0.26 -0.23 0.12
H 1.052373 -4.006962 0.603105 -0.25 -0.01 0.43
H -2.653082 -5.762732 1.066788 0.15 0.10 0.28
H -1.724069 -5.712389 -0.871061 0.51 0.21 0.03
C -0.683853 -0.894579 4.946436 -0.05 -0.05 0.06
N -0.568129 0.440205 4.369849 0.05 0.29 -0.04
C -0.692301 1.644867 5.051228 0.26 0.30 -0.55
C -0.444252 2.639715 4.151118 -0.14 -0.84 0.26
N -0.209520 2.024187 2.930226 0.08 0.05 -0.01
C -0.295275 0.673341 3.060183 -0.43 0.11 0.11
S -0.364382 -0.552406 1.873321 -1.10 -0.23 1.78
H -1.497886 -1.451175 4.469717 0.21 0.14 0.05
H 0.250054 -1.450627 4.805468 -0.25 0.13 -0.06
H -0.886071 -0.782040 6.014093 0.02 -0.01 -0.16
H -0.947565 1.677129 6.099254 0.09 0.05 -0.15
H -0.435840 3.705564 4.277156 0.05 0.03 -0.02
H 0.158519 2.478303 2.082720 -0.16 -0.54 0.44